Entry 1:
Computed, not measured: a structure of composition H14LiO7 in a non-equilibrium geometry, with ωB97M-V/def2-TZVPD.

Properties
- E_HOMO: -13.582 eV
- Gap between HOMO and LUMO: 9.884 eV
- Net charge: +1
- ΔE to the lowest compared entry with this formula, charge and spin: 225.6 kJ/mol
- DFT total energy: -542.4082 Ha

```
22
H14LiO7 | the Open Molecules 2025 dataset | ωB97M-V/def2-TZVPD
Li 0.526 -0.099 0.190
O 1.170 2.417 0.036
H 1.740 2.940 -0.517
H 1.170 3.020 0.863
O -2.502 -0.592 -1.770
H -2.208 -0.485 -0.774
H -2.619 -1.575 -1.852
O -0.179 -0.520 -2.155
H -0.033 -1.250 -2.887
H -1.168 -0.280 -2.103
O 0.672 0.600 2.351
H 0.608 -0.213 2.756
H 0.254 1.251 2.844
O -0.148 -1.982 0.731
H -1.109 -2.177 0.671
H 0.154 -2.396 1.590
O 2.378 -0.183 -0.384
H 2.631 -0.876 -1.129
H 2.683 0.758 -0.575
O -1.142 0.359 0.426
H -1.818 0.033 1.203
H -1.062 1.247 0.489
```


Entry 2:
Computed, not measured: a structure of composition H14LiO7 in a non-equilibrium geometry, with ωB97M-V/def2-TZVPD.

Properties
- E_HOMO: -13.981 eV
- Gap between HOMO and LUMO: 10.456 eV
- Net charge: +1
- ΔE to the lowest compared entry with this formula, charge and spin: 208.2 kJ/mol
- DFT total energy: -542.4149 Ha

```
22
H14LiO7 | the Open Molecules 2025 dataset | ωB97M-V/def2-TZVPD
Li 0.060 -0.350 -0.581
O 1.894 0.664 -0.933
H 1.707 1.215 -1.628
H 1.844 1.084 -0.015
O -0.933 0.818 -2.057
H -1.404 0.853 -2.944
H -0.725 1.731 -1.645
O 0.043 -2.147 -1.640
H 0.578 -2.139 -2.389
H 0.095 -2.912 -1.088
O -0.350 1.691 0.873
H -1.248 1.501 0.714
H -0.422 2.565 0.843
O -2.032 -0.882 0.150
H -2.957 -0.475 -0.089
H -1.951 -1.613 0.858
O 1.189 1.048 2.472
H 0.465 1.116 1.867
H 0.777 1.605 3.252
O 1.038 -1.643 0.974
H 0.458 -2.017 1.624
H 1.872 -1.709 1.382
```


Entry 3:
Computed, not measured: a structure of composition H14LiO7 in a non-equilibrium geometry, with ωB97M-V/def2-TZVPD.

Properties
- E_HOMO: -14.488 eV
- Gap between HOMO and LUMO: 11.092 eV
- Net charge: +1
- ΔE to the lowest compared entry with this formula, charge and spin: 268.9 kJ/mol
- DFT total energy: -542.3917 Ha

```
22
H14LiO7 | the Open Molecules 2025 dataset | ωB97M-V/def2-TZVPD
Li -0.175 -0.134 -0.152
O -2.235 0.995 0.069
H -2.366 -0.015 -0.272
H -2.638 0.771 0.910
O -2.064 -1.991 -0.273
H -2.867 -2.338 0.223
H -2.050 -2.260 -1.029
O -0.614 -0.095 -2.259
H -0.286 0.787 -2.660
H -0.322 -0.680 -2.863
O 0.036 -0.118 2.191
H -0.484 0.695 2.058
H 0.847 0.342 2.208
O 0.967 1.772 -0.380
H 0.395 2.378 -0.099
H 1.381 2.169 -1.056
O 2.587 1.236 1.511
H 3.571 0.983 1.433
H 2.127 1.314 0.674
O 1.174 -1.674 -0.087
H 1.047 -2.397 0.395
H 1.960 -1.738 -0.542
```


Entry 4:
Computed, not measured: a structure of composition H14Na5O11S in a non-equilibrium geometry, with ωB97M-V/def2-TZVPD.

Properties
- E_HOMO: -19.106 eV
- Gap between HOMO and LUMO: 7.322 eV
- Net charge: +3
- ΔE to the lowest compared entry with this formula, charge and spin: 299.7 kJ/mol
- DFT total energy: -2044.9317 Ha

```
31
H14Na5O11S | the Open Molecules 2025 dataset | ωB97M-V/def2-TZVPD
Na -0.305 3.229 -0.776
Na -2.233 -1.561 -2.034
Na 2.702 -1.507 2.057
Na 2.709 1.805 0.437
Na 0.207 0.959 2.941
S 0.170 0.195 0.074
O -0.250 -1.003 -0.593
O -0.956 0.825 0.667
O 1.128 -0.091 1.103
O 0.698 1.145 -0.851
O 1.776 -2.504 -1.123
H 1.660 -3.216 -0.494
H 1.151 -1.834 -0.846
O -0.392 -2.036 3.018
H 0.374 -2.461 2.634
H -0.032 -1.327 3.550
O 3.087 -0.248 -2.748
H 2.468 -0.802 -2.272
H 3.691 0.069 -2.077
O -2.574 2.317 -0.903
H -3.253 1.770 -1.296
H -2.185 1.767 -0.223
O 0.886 1.921 -3.376
H 1.842 1.923 -3.414
H 0.680 1.446 -2.570
O -2.703 1.936 2.100
H -2.156 1.448 1.485
H -2.626 1.455 2.924
O -2.230 -1.881 0.761
H -1.845 -2.218 1.571
H -1.488 -1.520 0.276
```


Entry 5:
Computed, not measured: a structure of composition H14Na6O11S in a non-equilibrium geometry, with ωB97M-V/def2-TZVPD.

Properties
- E_HOMO: -19.937 eV
- Gap between HOMO and LUMO: 4.418 eV
- Net charge: +4
- ΔE to the lowest compared entry with this formula, charge and spin: 271.6 kJ/mol
- DFT total energy: -2206.7282 Ha

```
32
H14Na6O11S | the Open Molecules 2025 dataset | ωB97M-V/def2-TZVPD
Na 4.424 12.558 0.687
Na 1.491 12.607 5.022
Na 1.595 11.054 -0.757
Na 2.222 10.097 2.649
Na -1.121 11.130 2.277
Na 4.283 14.888 3.866
S 1.283 13.480 1.995
O 2.184 14.464 2.623
O 2.078 12.351 1.310
O 0.362 12.854 3.004
O 0.495 14.116 0.972
O 1.182 15.683 -1.297
H 1.228 15.226 -0.453
H 1.580 15.122 -1.969
O -2.082 13.770 3.696
H -1.185 13.529 3.460
H -1.987 14.252 4.527
O 2.323 17.632 1.007
H 2.856 16.906 1.335
H 1.386 17.374 1.031
O 0.558 14.774 5.609
H 0.225 15.259 6.378
H 1.041 15.458 5.114
O -1.371 12.332 0.198
H -0.744 13.059 0.408
H -1.123 12.102 -0.706
O -0.252 16.654 1.604
H 0.012 15.762 1.382
H -1.215 16.675 1.596
O 2.039 16.843 4.119
H 1.813 16.290 3.361
H 2.681 17.493 3.802
```


Entry 6:
Computed, not measured: a structure of composition H14NaO7, with ωB97M-V/def2-TZVPD.

Properties
- E_HOMO: -14.608 eV
- Gap between HOMO and LUMO: 11.470 eV
- Net charge: +1
- ΔE to the lowest compared entry with this formula, charge and spin: 15.3 kJ/mol
- DFT total energy: -697.2579 Ha

```
22
H14NaO7 | the Open Molecules 2025 dataset | ωB97M-V/def2-TZVPD
Na -24.471 -17.739 -8.044
O -23.349 -15.443 -8.481
H -24.135 -14.998 -8.137
H -22.672 -14.758 -8.536
O -26.107 -16.697 -9.430
H -26.197 -16.176 -10.238
H -26.821 -16.382 -8.857
O -22.049 -17.762 -6.798
H -22.257 -18.059 -5.903
H -21.743 -16.850 -6.722
O -23.960 -19.926 -6.879
H -23.498 -20.544 -7.461
H -24.744 -20.375 -6.536
O -25.349 -16.503 -6.276
H -24.841 -15.975 -5.647
H -26.174 -16.704 -5.812
O -23.429 -18.961 -10.013
H -22.750 -18.639 -10.620
H -24.043 -19.454 -10.570
O -26.680 -19.250 -7.970
H -27.190 -18.878 -8.704
H -26.188 -19.973 -8.381
```


Entry 7:
Computed, not measured: a structure of composition H14O7 in a non-equilibrium geometry, with ωB97M-V/def2-TZVPD.

Properties
- E_HOMO: -7.393 eV
- Gap between HOMO and LUMO: 7.622 eV
- ΔE to the lowest compared entry with this formula, charge and spin: 639.6 kJ/mol
- DFT total energy: -534.8802 Ha

```
21
H14O7 | the Open Molecules 2025 dataset | ωB97M-V/def2-TZVPD
H -0.060 -0.308 -0.292
H 1.280 -0.526 -0.574
H -0.015 -2.612 -0.406
H 0.810 -2.866 -1.737
H -0.302 0.411 2.171
H -1.608 -0.168 1.649
H -2.225 2.964 0.446
H -3.253 3.740 -0.204
H 2.606 1.900 -1.429
H 2.315 3.102 -0.536
H 3.619 -0.355 0.057
H 4.512 -0.805 1.304
H -4.566 -1.875 -0.899
H -3.374 -1.554 0.061
O 0.651 -0.933 -0.066
O 0.825 -2.494 -0.902
O -0.788 0.090 1.391
O -2.711 2.947 -0.309
O 2.832 2.197 -0.547
O 3.705 -0.953 0.779
O -4.252 -1.901 0.045
```


Entry 8:
Computed, not measured: a cluster of 7 separate species, H14O7 in total, with ωB97M-V/def2-TZVPD.

Properties
- E_HOMO: -11.128 eV
- Gap between HOMO and LUMO: 11.097 eV
- ΔE to the lowest compared entry with this formula, charge and spin: 203.0 kJ/mol
- DFT total energy: -535.0465 Ha

```
21
H14O7 | the Open Molecules 2025 dataset | ωB97M-V/def2-TZVPD
O 26.866 -8.992 10.172
H 27.787 -8.760 10.289
H 26.440 -8.702 10.979
O 30.256 -8.901 12.008
H 30.551 -8.097 12.435
H 31.033 -9.459 11.982
O 30.434 -10.180 7.258
H 30.605 -11.122 7.274
H 30.163 -9.970 8.152
O 27.033 -9.549 15.096
H 27.594 -9.722 14.341
H 27.563 -9.801 15.852
O 31.067 -6.035 14.368
H 31.676 -5.384 14.020
H 31.419 -6.257 15.230
O 33.817 -11.040 12.273
H 34.604 -11.511 12.547
H 34.061 -10.115 12.322
O 27.042 -5.193 14.484
H 27.978 -5.329 14.333
H 26.957 -5.146 15.436
```


Entry 9:
Computed, not measured: a cluster of 7 separate species, H14O7 in total in a non-equilibrium geometry, with ωB97M-V/def2-TZVPD.

Properties
- E_HOMO: -9.792 eV
- Gap between HOMO and LUMO: 9.867 eV
- ΔE to the lowest compared entry with this formula, charge and spin: 297.3 kJ/mol
- DFT total energy: -535.0106 Ha

```
21
H14O7 | the Open Molecules 2025 dataset | ωB97M-V/def2-TZVPD
O -0.684 -2.098 -1.550
H -0.866 -1.688 -2.439
H -1.097 -3.066 -1.457
O -1.750 2.500 1.487
H -2.162 3.267 1.853
H -1.261 2.089 2.152
O 1.797 0.550 -2.600
H 1.490 0.409 -3.569
H 1.011 0.898 -2.175
O 1.773 -2.001 -0.045
H 0.995 -1.825 -0.430
H 2.110 -1.011 0.167
O 1.852 0.675 1.272
H 1.128 0.935 0.783
H 1.700 0.719 2.237
O -0.213 0.975 -0.494
H -0.729 1.451 0.111
H -0.439 0.141 -0.349
O -1.376 -0.701 1.504
H -1.108 -1.259 2.379
H -2.169 -0.961 1.164
```


Entry 10:
Computed, not measured: a cluster of 7 separate species, H14O7 in total, with ωB97M-V/def2-TZVPD.

Properties
- E_HOMO: -10.622 eV
- Gap between HOMO and LUMO: 10.250 eV
- ΔE to the lowest compared entry with this formula, charge and spin: 146.2 kJ/mol
- DFT total energy: -535.0682 Ha

```
21
H14O7 | the Open Molecules 2025 dataset | ωB97M-V/def2-TZVPD
O 16.799 -12.323 -6.426
H 15.960 -12.149 -5.988
H 17.341 -12.765 -5.758
O 19.276 -14.571 -7.985
H 18.669 -14.105 -7.389
H 19.047 -15.509 -7.900
O 21.926 -13.931 -8.531
H 21.005 -14.096 -8.241
H 22.476 -14.408 -7.903
O 18.213 -14.333 -4.715
H 18.077 -14.498 -3.775
H 18.478 -15.186 -5.077
O 17.662 -17.808 -10.385
H 18.351 -17.724 -9.699
H 17.248 -16.940 -10.427
O 18.402 -14.453 -10.819
H 17.471 -14.208 -10.841
H 18.677 -14.300 -9.900
O 19.479 -17.685 -8.279
H 19.648 -18.159 -7.457
H 20.346 -17.608 -8.705
```